Formula: C3H4O2Rb
Source: OMol25
Level of theory: ωB97M-V/def2-TZVPD

- frontier orbital gap (eV) = 7.20
- net charge = +1
- energy above the lowest of the compared OMol25 structures with the same formula, charge and spin (kJ/mol) = 385.34
- largest force on an atom (eV Å⁻¹) = 5.06

The geometry in XYZ format:
```
10
C3H4O2Rb ωB97M-V/def2-TZVPD
H 1.84 -0.93 0.34
Rb -2.52 -2.76 -0.88
O 0.90 0.89 -0.55
C 2.10 0.31 -0.73
C -0.08 0.48 0.32
O 2.67 -0.22 0.27
C -1.37 0.63 0.03
H 0.27 0.15 1.30
H -2.11 0.43 0.81
H -1.70 1.03 -0.93
```